Formula: C5H8N3O3
Source: the Open Molecules 2025 dataset
Level of theory: ωB97M-V/def2-TZVPD

Computed properties:
SMILES: C[C@@]1(O)C(=[NH2+])NC(=O)N1C=O
Gap between HOMO and LUMO in Eh: 0.3635
E_tot in eV: -15919.8563
ΔE to the lowest compared entry with this formula, charge and spin in kcal per mole: 27.2
LUMO level in eV: -4.84
Total charge: +1

CARTESIAN COORDINATES (ANGSTROEM)
C -0.868 -1.062 0.370
C 1.451 -1.321 -0.088
C 2.220 1.078 0.065
C -0.317 0.421 0.157
C -0.750 1.257 -1.002
N 1.379 0.014 -0.099
N 0.107 -1.944 0.137
N -2.136 -1.371 0.526
O 2.374 -2.026 -0.305
O 1.882 2.220 0.259
O -0.392 1.207 1.272
H 3.210 0.849 0.028
H -0.762 2.386 -0.675
H -1.854 1.117 -1.338
H -0.187 1.160 -1.906
H -0.097 -2.889 0.136
H -2.803 -0.792 1.115
H -2.575 -2.272 0.326
H 0.116 1.966 1.021

---

Formula: C5H8N3O3
Source: the Open Molecules 2025 dataset
Level of theory: ωB97M-V/def2-TZVPD

Computed properties:
SMILES: O=C1CN(C[C@H]2CO2)[N+](=O)N1
Gap between HOMO and LUMO in Eh: 0.3375
E_tot in eV: -15915.1271
ΔE to the lowest compared entry with this formula, charge and spin in kcal per mole: 136.2
LUMO level in eV: -5.48
Total charge: +1

CARTESIAN COORDINATES (ANGSTROEM)
C 2.550 -0.747 -0.087
C 1.141 -0.679 0.629
C -2.931 -0.547 -0.060
C -1.755 -0.098 0.689
C -0.840 0.980 0.334
N 2.390 0.222 -1.139
N 0.429 0.353 -0.096
N 1.166 0.957 -0.990
O 3.523 -1.373 0.017
O 1.069 1.957 -1.661
O -1.702 -1.242 -0.175
H 0.804 -1.748 0.633
H 1.392 -0.230 1.584
H -3.630 -0.975 0.564
H -3.264 -0.120 -0.981
H -1.769 -0.431 1.710
H -1.092 1.543 -0.537
H -0.675 1.597 1.266
H 3.194 0.582 -1.702

---

Formula: C5H8N3S2
Source: the Open Molecules 2025 dataset
Level of theory: ωB97M-V/def2-TZVPD

Computed properties:
Gap between HOMO and LUMO (spin up / spin down) in Eh: 0.2374 / 0.2491
E_tot in eV: -31444.3471
ΔE to the lowest compared entry with this formula, charge and spin in kcal per mole: 70.8
LUMO level (spin up / spin down) in eV: -5.13 / -5.00
Total charge: +1

CARTESIAN COORDINATES (ANGSTROEM)
C 1.443 0.320 -5.325
C 0.366 0.636 -0.745
C 0.235 -0.715 1.201
C 1.682 -0.207 -2.930
C -0.204 -0.860 2.604
N 1.987 0.043 -6.288
N -0.178 0.227 0.416
N -0.167 1.888 -1.256
S 1.522 -0.415 -1.319
S 0.732 0.810 -3.881
H 1.194 -1.222 1.125
H 2.560 -0.676 -3.378
H 0.631 -0.784 3.218
H -0.505 -1.895 2.800
H -0.924 -0.139 2.985
H -1.091 0.686 0.544
H -0.461 2.716 -0.713
H -0.257 1.971 -2.289